{"formula": "C15H20F16N2O10P2", "method": "the ωB97M-V functional and the def2-TZVPD basis", "homo_energy_ev": -8.79, "smiles": "N[C@@]1(O)C(=O)N[C@@](COO)(PP(=O)(O)O)[C@H]1O.FC(F)C(F)(F)COC(F)(F)C(F)F.FC(F)C(F)(F)COC(F)(F)C(F)F", "e_lumo_ev": 0.05, "symbols": ["N", "C", "O", "C", "O", "N", "C", "C", "O", "O", "P", "P", "O", "O", "O", "C", "O", "H", "H", "H", "H", "H", "H", "H", "H", "H", "H", "H", "H", "C", "C", "C", "F", "F", "F", "F", "O", "C", "C", "F", "F", "F", "F", "H", "H", "H", "H", "C", "C", "C", "F", "F", "F", "F", "O", "C", "C", "F", "F", "F", "F", "H", "H", "H", "H"], "positions_angstrom": [[5.364, -0.714, -0.518], [4.934, 0.470, 0.275], [4.071, -0.103, 1.298], [6.082, 1.296, 1.099], [7.304, 1.078, 1.216], [5.240, 2.431, 1.630], [4.603, 3.013, 0.382], [3.268, 3.935, 0.611], [2.030, 3.183, 0.432], [1.395, 2.971, 1.606], [6.016, 4.207, -0.172], [6.513, 5.446, 1.585], [5.191, 6.017, 2.126], [7.549, 6.756, 1.133], [7.341, 4.564, 2.781], [4.369, 1.733, -0.582], [5.291, 1.798, -1.701], [6.216, -1.129, -0.097], [4.601, -1.412, -0.438], [4.580, -0.606, 1.974], [4.575, 2.166, 2.378], [3.269, 4.744, -0.221], [3.227, 4.389, 1.668], [1.792, 2.141, 1.981], [5.539, 5.145, -1.147], [8.426, 6.400, 0.847], [8.293, 4.427, 2.559], [3.330, 1.516, -1.012], [5.057, 2.533, -2.317], [-3.354, -0.277, 0.241], [-4.100, 0.508, -0.858], [-3.367, 0.624, -2.193], [-2.203, 1.295, -2.079], [-4.120, 1.316, -3.088], [-4.440, 1.730, -0.380], [-5.280, -0.144, -1.085], [-2.653, 0.513, 1.207], [-1.332, 0.892, 0.877], [-1.159, 2.411, 0.815], [-1.953, 2.961, -0.138], [0.115, 2.740, 0.499], [-0.952, 0.275, -0.260], [-0.545, 0.385, 1.859], [-4.122, -0.794, 0.824], [-2.734, -1.077, -0.163], [-3.163, -0.361, -2.622], [-1.411, 2.877, 1.772], [-6.866, -5.527, -0.410], [-6.155, -6.733, -1.052], [-4.875, -7.189, -0.356], [-3.922, -6.234, -0.367], [-4.345, -8.263, -0.994], [-5.930, -6.470, -2.363], [-7.039, -7.776, -1.028], [-6.623, -4.254, -1.015], [-5.485, -3.547, -0.567], [-4.480, -3.287, -1.695], [-4.017, -4.446, -2.217], [-3.393, -2.606, -1.237], [-4.935, -4.187, 0.485], [-5.947, -2.370, -0.087], [-7.938, -5.691, -0.557], [-6.741, -5.496, 0.676], [-5.068, -7.480, 0.681], [-4.934, -2.710, -2.504]], "mulliken_charge": [-0.657, 0.503, -0.538, -0.044, -0.529, -0.410, 0.658, -0.748, -0.049, -0.367, -0.247, 0.910, -0.624, -0.521, -0.483, 0.035, -0.583, 0.307, 0.281, 0.342, 0.342, 0.269, 0.446, 0.314, 0.110, 0.329, 0.316, 0.314, 0.383, -0.821, 1.013, 0.110, -0.203, -0.297, -0.293, -0.283, -0.449, 0.805, 0.032, -0.222, -0.109, -0.307, -0.312, 0.352, 0.575, 0.208, 0.217, -0.706, 0.898, 0.080, -0.192, -0.278, -0.271, -0.329, -0.377, 0.664, 0.230, -0.231, -0.287, -0.288, -0.255, 0.407, 0.314, 0.276, 0.269]}

***

{"formula": "C5H7NO", "method": "the ωB97M-V functional and the def2-TZVPD basis", "homo_energy_ev": -9.79, "smiles": "CC(=O)[C@@]12C[C@@H]1N2", "e_lumo_ev": 0.92, "e_above_lowest_kcal_mol": 71.4, "symbols": ["C", "C", "N", "C", "C", "C", "O", "H", "H", "H", "H", "H", "H", "H"], "positions_angstrom": [[0.484, -1.075, 1.663], [0.218, 0.386, -0.454], [0.331, 1.771, -0.866], [-0.968, 1.197, -0.501], [-0.929, -0.053, -1.318], [1.087, -0.420, 0.442], [2.245, -0.591, 0.135], [0.392, -2.152, 1.489], [-0.494, -0.667, 1.933], [1.185, -0.936, 2.490], [0.429, 1.854, -1.880], [-1.663, 1.597, 0.224], [-0.799, -0.012, -2.402], [-1.517, -0.899, -0.955]], "mulliken_charge": [-1.083, 0.570, -0.536, -0.322, -0.461, 0.427, -0.502, 0.275, 0.289, 0.346, 0.242, 0.336, 0.186, 0.232]}

***

{"formula": "C28H37N4O4P2PdSSe", "method": "the ωB97M-V functional and the def2-TZVPD basis", "spin_multiplicity": 5, "homo_energy_ev": [-2.85, -5.56], "total_charge": -1, "s_squared": 6.039, "e_lumo_ev": [2.48, 1.43], "e_above_lowest_kcal_mol": 25.5, "symbols": ["Pd", "C", "P", "C", "N", "C", "C", "C", "C", "C", "C", "N", "C", "P", "C", "C", "C", "C", "C", "C", "C", "C", "C", "H", "H", "H", "H", "H", "H", "H", "H", "H", "H", "H", "H", "H", "H", "H", "H", "H", "H", "H", "H", "H", "H", "H", "H", "H", "H", "H", "H", "C", "C", "C", "C", "C", "C", "C", "S", "O", "O", "N", "C", "C", "O", "O", "H", "H", "H", "H", "H", "H", "H", "H", "H", "Se", "N", "C"], "positions_angstrom": [[-0.643, -1.559, -2.293], [2.106, -3.387, -0.967], [0.971, -1.973, -0.716], [2.137, -0.587, -0.750], [3.146, -0.609, 0.143], [4.006, 0.457, 0.077], [5.073, 0.543, 0.983], [5.954, 1.609, 0.950], [5.791, 2.620, 0.004], [4.749, 2.554, -0.905], [3.844, 1.485, -0.892], [2.834, 1.445, -1.824], [1.989, 0.408, -1.711], [0.734, 0.160, -3.001], [1.809, -0.163, -4.450], [-0.030, 1.813, -3.435], [-0.692, 2.384, -2.179], [-1.084, 1.566, -4.522], [0.971, 2.850, -3.946], [0.460, -2.088, 1.115], [1.531, -2.766, 1.962], [-0.878, -4.071, 0.776], [0.246, -0.681, 1.672], [2.986, -3.269, -0.334], [2.414, -3.371, -2.013], [1.616, -4.339, -0.765], [5.179, -0.253, 1.710], [6.769, 1.658, 1.662], [6.477, 3.458, -0.020], [4.603, 3.328, -1.650], [2.605, 0.581, -4.487], [1.231, -0.148, -5.373], [2.249, -1.153, -4.335], [-2.134, 1.024, -2.121], [-1.238, 3.293, -2.465], [0.080, 2.668, -1.459], [-1.853, 0.857, -4.219], [-0.621, 1.186, -5.434], [-1.560, 2.520, -4.769], [1.790, 2.993, -3.246], [0.443, 3.798, -4.097], [1.380, 2.551, -4.912], [1.701, -3.798, 1.658], [1.209, -2.765, 3.007], [2.466, -2.213, 1.867], [-0.230, -4.749, 1.343], [-0.642, -4.137, -0.290], [-1.914, -4.380, 0.898], [1.205, -0.148, 1.652], [-0.033, -0.810, 2.728], [-0.779, 0.098, 0.025], [-3.892, 0.170, 6.176], [-3.967, 0.068, 4.677], [-4.807, 0.897, 3.941], [-4.875, 0.801, 2.558], [-4.090, -0.134, 1.899], [-3.245, -0.982, 2.617], [-3.192, -0.872, 3.994], [-4.112, -0.269, 0.144], [-5.224, 0.608, -0.333], [-0.799, -2.742, 1.246], [-0.822, 0.058, 1.038], [-1.014, 1.360, 1.575], [0.185, 2.351, 1.484], [0.185, 3.444, 1.922], [-1.560, 1.495, -1.494], [-4.460, 1.025, 6.541], [-2.860, 0.279, 6.512], [-4.295, -0.729, 6.649], [-5.413, 1.633, 4.457], [-5.523, 1.446, 1.979], [-2.615, -1.692, 2.095], [-2.531, -1.525, 4.553], [-1.265, 1.315, 2.643], [-1.817, 1.869, 1.036], [-2.594, -3.692, -2.691], [-2.933, -0.755, -2.982], [-2.886, -1.919, -2.890]], "mulliken_spin": [0.575, 0.016, 0.170, 0.070, 0.305, 0.015, 0.057, 0.027, 0.034, 0.048, 0.045, 0.290, 0.024, 0.159, 0.045, 0.017, -0.003, 0.001, 0.017, -0.060, 0.023, 0.009, 0.039, -0.002, 0.005, 0.004, -0.002, 0.009, 0.009, -0.003, -0.004, -0.005, 0.007, -0.009, 0.004, 0.011, 0.004, 0.000, 0.000, 0.002, -0.004, 0.002, 0.000, -0.001, -0.004, -0.002, -0.014, 0.002, 0.011, 0.001, -0.075, -0.005, 0.072, -0.038, 0.085, -0.053, 0.046, -0.037, 0.552, 0.361, 0.005, 0.036, 0.175, 0.635, 0.206, 0.011, 0.000, 0.004, 0.005, -0.002, 0.009, 0.004, -0.002, -0.013, -0.021, 0.078, 0.032, -0.014]}

***

{"formula": "C61H69N14O2S", "method": "the ωB97M-V functional and the def2-TZVPD basis", "homo_energy_ev": -10.91, "total_charge": 1, "e_lumo_ev": -3.21, "symbols": ["C", "C", "O", "O", "C", "C", "C", "N", "S", "C", "N", "N", "H", "H", "H", "H", "H", "H", "H", "H", "H", "H", "H", "H", "H", "H", "N", "C", "C", "C", "C", "C", "H", "H", "H", "H", "H", "N", "C", "C", "C", "C", "C", "H", "H", "H", "H", "H", "N", "C", "C", "C", "C", "C", "H", "H", "H", "H", "H", "N", "C", "C", "C", "C", "C", "H", "H", "H", "H", "H", "N", "C", "C", "C", "C", "C", "H", "H", "H", "H", "H", "N", "C", "C", "C", "C", "C", "H", "H", "H", "H", "H", "N", "C", "C", "C", "C", "C", "H", "H", "H", "H", "H", "N", "C", "C", "C", "C", "C", "H", "H", "H", "H", "H", "N", "C", "C", "C", "C", "C", "H", "H", "H", "H", "H", "N", "C", "C", "C", "C", "C", "H", "H", "H", "H", "H", "N", "C", "C", "C", "C", "C", "H", "H", "H", "H", "H"], "positions_angstrom": [[-1.802, 0.089, -0.815], [-2.427, -0.493, 0.383], [-3.157, -1.450, 0.399], [-2.121, 0.174, 1.536], [-1.384, -0.558, 2.519], [-0.264, -1.439, 1.977], [-0.665, -2.894, 1.989], [0.300, -3.812, 1.350], [0.203, -5.461, 1.583], [1.331, -3.467, 0.503], [1.249, -3.786, -0.800], [2.404, -2.860, 0.963], [-0.729, -0.053, -0.756], [-1.943, 1.163, -0.794], [-2.214, -0.349, -1.710], [-2.029, -1.153, 3.153], [-0.946, 0.181, 3.170], [0.097, -1.085, 1.015], [0.556, -1.333, 2.683], [-0.743, -3.192, 3.028], [-1.633, -3.075, 1.536], [-0.909, -5.711, 0.878], [1.202, -4.768, -1.046], [1.985, -3.349, -1.361], [2.301, -2.006, 1.502], [3.144, -2.757, 0.262], [6.983, -5.197, -0.948], [7.855, -5.610, -0.034], [7.546, -5.748, 1.315], [6.267, -5.429, 1.740], [5.361, -4.984, 0.791], [5.762, -4.901, -0.523], [8.848, -5.849, -0.396], [8.296, -6.097, 2.010], [5.986, -5.522, 2.781], [4.341, -4.741, 1.056], [5.054, -4.589, -1.275], [-2.029, 0.235, 5.644], [-1.235, -0.152, 6.638], [-1.640, -0.218, 7.962], [-2.943, 0.138, 8.272], [-3.780, 0.543, 7.245], [-3.277, 0.574, 5.953], [-0.220, -0.424, 6.364], [-0.949, -0.541, 8.729], [-3.298, 0.102, 9.293], [-4.804, 0.832, 7.436], [-3.906, 0.884, 5.125], [-3.481, -0.826, -4.137], [-3.441, -0.370, -5.385], [-4.549, 0.127, -6.056], [-5.767, 0.151, -5.396], [-5.822, -0.322, -4.095], [-4.656, -0.796, -3.515], [-2.475, -0.405, -5.876], [-4.453, 0.485, -7.072], [-6.654, 0.530, -5.886], [-6.748, -0.325, -3.537], [-4.662, -1.173, -2.496], [-2.568, 3.712, -0.827], [-3.072, 3.466, 0.378], [-4.196, 4.095, 0.889], [-4.832, 5.043, 0.106], [-4.323, 5.311, -1.155], [-3.196, 4.619, -1.573], [-2.538, 2.719, 0.958], [-4.565, 3.856, 1.876], [-5.707, 5.557, 0.479], [-4.786, 6.040, -1.805], [-2.774, 4.798, -2.557], [3.810, -1.754, -2.163], [3.220, -0.565, -2.345], [3.553, 0.313, -3.365], [4.552, -0.052, -4.257], [5.171, -1.275, -4.076], [4.774, -2.085, -3.029], [2.446, -0.296, -1.633], [3.040, 1.261, -3.451], [4.859, 0.595, -5.072], [5.957, -1.604, -4.740], [5.260, -3.032, -2.886], [6.520, 2.171, -6.068], [7.536, 2.088, -5.214], [8.696, 2.837, -5.330], [8.808, 3.719, -6.392], [7.759, 3.812, -7.291], [6.639, 3.021, -7.086], [7.416, 1.388, -4.393], [9.489, 2.730, -4.602], [9.697, 4.322, -6.517], [7.799, 4.485, -8.135], [5.800, 3.072, -7.770], [-3.349, -3.704, 4.163], [-3.826, -3.916, 5.386], [-4.967, -3.298, 5.879], [-5.649, -2.413, 5.060], [-5.163, -2.181, 3.783], [-4.016, -2.851, 3.387], [-3.270, -4.613, 6.003], [-5.309, -3.511, 6.882], [-6.543, -1.913, 5.411], [-5.654, -1.498, 3.104], [-3.606, -2.694, 2.397], [1.537, -9.901, 2.565], [0.589, -8.997, 2.348], [-0.764, -9.237, 2.532], [-1.156, -10.495, 2.963], [-0.177, -11.448, 3.191], [1.151, -11.103, 2.979], [0.940, -8.029, 2.009], [-1.493, -8.460, 2.345], [-2.201, -10.726, 3.119], [-0.433, -12.443, 3.528], [1.940, -11.825, 3.150], [1.646, 4.459, -0.511], [2.719, 5.061, -1.016], [2.654, 6.120, -1.909], [1.406, 6.586, -2.288], [0.281, 5.968, -1.771], [0.450, 4.909, -0.890], [3.680, 4.673, -0.696], [3.561, 6.566, -2.295], [1.319, 7.410, -2.984], [-0.714, 6.294, -2.044], [-0.404, 4.392, -0.478], [-5.730, 5.889, 3.644], [-4.851, 5.447, 4.538], [-5.114, 5.365, 5.897], [-6.359, 5.768, 6.354], [-7.283, 6.233, 5.433], [-6.921, 6.273, 4.094], [-3.884, 5.146, 4.148], [-4.357, 4.998, 6.577], [-6.603, 5.724, 7.407], [-8.266, 6.561, 5.740], [-7.621, 6.631, 3.348], [4.102, 5.481, -6.615], [3.200, 6.437, -6.809], [1.860, 6.308, -6.467], [1.438, 5.116, -5.904], [2.368, 4.112, -5.701], [3.684, 4.343, -6.069], [3.566, 7.355, -7.256], [1.173, 7.126, -6.639], [0.404, 4.972, -5.616], [2.082, 3.166, -5.262], [4.437, 3.581, -5.909]], "mulliken_charge": [0.216, 0.574, -0.588, -0.289, -0.116, -0.828, -0.060, 0.321, -0.199, -0.205, -0.309, -0.113, -0.122, -0.190, 0.189, -0.221, 0.354, 0.181, 0.502, 0.282, 0.428, 0.161, 0.326, 0.149, 0.297, 0.197, -0.535, -0.290, -0.315, -0.532, -0.136, -0.046, 0.358, 0.376, 0.396, 0.319, 0.371, -0.179, -0.157, -0.623, -0.186, -0.773, -0.226, 0.350, 0.399, 0.401, 0.429, 0.557, -0.475, -0.219, -0.423, -0.143, -0.607, -0.028, 0.370, 0.359, 0.389, 0.356, 0.428, -0.352, 0.067, -1.045, -0.141, -0.687, -0.463, 0.672, 0.512, 0.414, 0.396, 0.588, -0.100, -0.183, -0.942, -0.042, -0.909, -0.039, 0.440, 0.424, 0.613, 0.425, 0.333, -0.267, -0.099, -0.676, -0.182, -0.616, -0.240, 0.360, 0.366, 0.385, 0.366, 0.546, -0.373, -0.349, -0.401, -0.384, -0.703, 0.049, 0.386, 0.416, 0.422, 0.494, 0.534, -0.522, 0.032, -0.112, -0.454, -0.321, -0.242, 0.262, 0.270, 0.378, 0.365, 0.369, -0.528, -0.315, -0.344, -0.465, -0.340, -0.143, 0.390, 0.409, 0.441, 0.406, 0.490, -0.355, -0.118, -0.616, -0.166, -0.522, -0.117, 0.438, 0.380, 0.383, 0.355, 0.358, -0.430, -0.361, -0.388, -0.385, -0.490, 0.206, 0.374, 0.404, 0.456, 0.344, 0.308]}

***

What did the second record say?
{"formula": "C5H7NO", "method": "the ωB97M-V functional and the def2-TZVPD basis", "homo_energy_ev": -9.79, "smiles": "CC(=O)[C@@]12C[C@@H]1N2", "e_lumo_ev": 0.92, "e_above_lowest_kcal_mol": 71.4, "symbols": ["C", "C", "N", "C", "C", "C", "O", "H", "H", "H", "H", "H", "H", "H"], "positions_angstrom": [[0.484, -1.075, 1.663], [0.218, 0.386, -0.454], [0.331, 1.771, -0.866], [-0.968, 1.197, -0.501], [-0.929, -0.053, -1.318], [1.087, -0.420, 0.442], [2.245, -0.591, 0.135], [0.392, -2.152, 1.489], [-0.494, -0.667, 1.933], [1.185, -0.936, 2.490], [0.429, 1.854, -1.880], [-1.663, 1.597, 0.224], [-0.799, -0.012, -2.402], [-1.517, -0.899, -0.955]], "mulliken_charge": [-1.083, 0.570, -0.536, -0.322, -0.461, 0.427, -0.502, 0.275, 0.289, 0.346, 0.242, 0.336, 0.186, 0.232]}